(1)
DFT (the ωB97M-V functional and the def2-TZVPD basis) results for a 2-piece molecular cluster, CHCl3OSi overall at a distorted geometry.

Output
E: -1784.06716 hartree
Energy above the lowest of the compared OMol25 structures with the same formula, charge and spin: 47.9 kcal per mole
Kohn-Sham gap: 9.01 eV
E_HOMO: -9.51 eV
Multiplicity: 1

Last column: natural (NBO) charge in e.
Positions of all 7 atoms, in Å:
C1 -1.535 -0.174 0.003  0.340
O1 -0.543 -0.508 0.576  -0.517
Si1 2.456 0.434 0.818  0.924
Cl1 2.607 -1.190 -0.325  -0.433
Cl2 -2.821 -1.246 -0.331  0.007
Cl3 1.404 1.746 -0.451  -0.492
H1 -1.568 0.936 -0.290  0.171

***

(2)
DFT (the ωB97M-V functional and the def2-TZVPD basis) results for a 2-piece molecular cluster, CHClF2O overall at a distorted geometry.

Output
E: -773.87584 hartree
Energy above the lowest of the compared OMol25 structures with the same formula, charge and spin: 4.5 kcal per mole
Kohn-Sham gap: 12.43 eV
E_HOMO: -11.89 eV
SMILES string: O=C(F)F.Cl
Multiplicity: 1

Last column: natural (NBO) charge in e.
Positions of all 6 atoms, in Å:
O1 -1.920 0.521 0.964  -0.528
C1 -1.579 0.107 -0.082  1.125
F1 -0.752 0.698 -0.876  -0.297
F2 -1.785 -1.067 -0.642  -0.300
Cl1 2.911 -0.232 0.967  -0.280
H1 3.126 -0.026 -0.331  0.280

***

(3)
DFT (the ωB97M-V functional and the def2-TZVPD basis) results for a 2-piece molecular cluster, CHClF2O2 overall at a distorted geometry.

Output
E: -848.89154 hartree
Energy above the lowest of the compared OMol25 structures with the same formula, charge and spin: 76.7 kcal per mole
Kohn-Sham gap (alpha / beta): 7.85 / 11.10 eV
E_HOMO (alpha / beta): -8.65 / -10.97 eV
Multiplicity: 1

Last column: natural (NBO) charge in e.
Positions of all 7 atoms, in Å:
C1 0.443 1.847 2.311  0.628
O1 -0.491 0.416 -0.361  -0.350
O2 0.575 1.194 -0.169  -0.179
F1 1.377 1.030 2.711  -0.299
F2 -0.725 1.313 2.730  -0.325
Cl1 0.569 3.498 2.384  0.070
H1 -0.211 -0.475 -0.486  0.456

***

(4)
DFT (the ωB97M-V functional and the def2-TZVPD basis) results for a 2-piece molecular cluster, CHClINO overall at a distorted geometry.

Output
E: -926.45253 hartree
Energy above the lowest of the compared OMol25 structures with the same formula, charge and spin: 48.0 kcal per mole
Kohn-Sham gap: 9.89 eV
E_HOMO: -9.89 eV
SMILES string: [O-][N+]#CCl.I
Multiplicity: 1

Last column: natural (NBO) charge in e.
Positions of all 6 atoms, in Å:
O1 0.596 -2.405 -1.411  -0.370
N1 0.592 -1.842 -0.369  0.202
C1 0.878 -1.431 0.689  0.029
Cl1 0.560 -0.510 2.002  0.140
I1 -0.985 3.806 -0.425  -0.093
H1 -1.640 2.381 -0.487  0.093

***

(5)
DFT (the ωB97M-V functional and the def2-TZVPD basis) results for one molecule with the formula CHClN2O2S at a distorted geometry.

Output
E: -1156.83812 hartree
Energy above the lowest of the compared OMol25 structures with the same formula, charge and spin: 111.0 kcal per mole
Kohn-Sham gap: 9.33 eV
E_HOMO: -10.17 eV
Multiplicity: 1

Last column: natural (NBO) charge in e.
Positions of all 8 atoms, in Å:
C1 1.452 0.093 0.188  -0.070
N1 2.197 0.830 0.639  -0.207
N2 -1.123 -0.425 0.107  -0.911
O1 -0.580 2.120 -0.540  -0.789
O2 0.718 -2.342 0.197  -0.862
S1 0.372 -1.125 -0.530  1.442
Cl1 -1.090 1.245 0.580  0.982
H1 -1.946 -0.395 -0.640  0.415

***

(6)
DFT (the ωB97M-V functional and the def2-TZVPD basis) results for CHClN4 as an isolated structure at a distorted geometry.

Output
E: -717.76965 hartree
Energy above the lowest of the compared OMol25 structures with the same formula, charge and spin: 33.2 kcal per mole
Kohn-Sham gap: 7.78 eV
E_HOMO: -11.50 eV
Multiplicity: 1

Last column: natural (NBO) charge in e.
Positions of all 7 atoms, in Å:
C1 0.358 -0.210 0.148  0.095
N1 0.186 -1.277 0.972  -0.237
N2 1.638 -0.031 -0.113  -0.255
N3 1.353 -1.763 1.210  -0.051
N4 2.160 -0.985 0.584  0.128
Cl1 4.251 -1.579 0.231  0.099
H1 -0.447 0.383 -0.226  0.221

***

(7)
DFT (the ωB97M-V functional and the def2-TZVPD basis) results for one molecule with the formula CHClNO2P at a distorted geometry.

Output
E: -1045.44237 hartree
Energy above the lowest of the compared OMol25 structures with the same formula, charge and spin: 45.5 kcal per mole
Kohn-Sham gap: 9.97 eV
E_HOMO: -10.69 eV
Multiplicity: 1

Last column: natural (NBO) charge in e.
Positions of all 7 atoms, in Å:
C1 2.035 -0.037 -2.625  0.268
N1 -0.237 0.380 -0.294  -1.174
O1 3.158 0.115 -2.955  -0.437
O2 1.018 2.101 -2.007  -0.983
P1 0.813 0.800 -1.384  1.934
Cl1 0.635 -0.324 -3.690  -0.026
H1 -0.065 -0.407 0.368  0.418

***

(8)
DFT (the ωB97M-V functional and the def2-TZVPD basis) results for a 2-piece molecular cluster, CHClO2PS overall at a distorted geometry.

Output
E: -1389.01776 hartree
Energy above the lowest of the compared OMol25 structures with the same formula, charge and spin: 36.5 kcal per mole
Kohn-Sham gap: 6.16 eV
E_HOMO: -3.06 eV
Net charge: -1
Multiplicity: 1

Last column: natural (NBO) charge in e.
Positions of all 7 atoms, in Å:
C1 -0.640 -1.401 -1.396  0.435
O1 0.335 0.450 2.260  -1.185
O2 -1.503 -0.974 -2.058  -0.491
P1 0.854 0.722 0.921  0.976
S1 0.498 -2.001 -0.491  0.016
Cl1 0.702 2.854 0.617  -0.531
H1 -0.245 0.350 0.147  -0.221